1.
Below is a molecular structure, C7H14OPRuS at a distorted geometry, with properties calculated with wB97M-V/def2-TZVPD.

Structure (XYZ):
```
25
Properties=species:S:1:pos:R:3:forces:R:3
H 0.78738 -2.21403 2.61845 -0.1 -0.1 -0.2
S -0.47396 -2.11505 0.60094 2.5 0.0 -0.8
C 0.81368 2.82682 -0.95210 -0.4 0.1 0.5
H -0.64309 -4.34824 -0.19636 0.0 0.1 -0.2
C -0.11441 2.56756 1.19244 0.3 1.3 -1.3
H 1.52263 -3.23367 1.31972 -0.3 0.1 0.0
H -0.82750 2.63698 1.99969 0.1 0.0 0.1
H -1.44624 -0.45521 -2.54879 -0.5 0.2 0.0
C 1.87550 2.57488 -0.02087 -0.7 -0.3 0.4
O 0.59748 -1.10302 -0.01306 -0.8 -2.2 0.8
H -2.92695 0.27922 -1.05158 0.0 0.0 -0.5
H 0.03870 -3.78683 2.20264 0.2 0.0 0.0
H -1.39067 3.20116 -0.58907 0.0 0.2 0.0
C -0.43324 2.86517 -0.22832 0.9 1.0 1.6
H 0.48558 -3.36366 -1.21775 -0.2 0.1 0.3
H -1.93113 1.67746 -2.42595 -0.1 -0.4 0.1
H -1.30599 -3.16827 -1.36439 0.2 -0.1 0.1
H 2.92045 2.43838 -0.29076 -0.3 0.1 0.1
H 0.91373 2.98569 -2.01942 0.0 0.0 0.2
P -1.64824 0.57234 -1.58794 -2.0 -0.3 -2.6
Ru -0.11309 0.78301 -0.04132 2.2 0.0 1.9
C -0.47332 -3.38427 -0.68592 -0.5 -0.1 0.2
C 0.59160 -2.92851 1.81180 -0.4 -0.1 0.1
H 1.86296 2.24490 2.20246 -0.1 0.0 -0.2
C 1.31812 2.44719 1.28546 -0.1 0.3 -0.7
```
Forces are in eV/Å.

Properties
Multiplicity: 5
Gap between HOMO and LUMO (spin up / spin down): 6.303 / 7.709 eV
Charge: +1
Energy above the lowest of the compared OMol25 structures with the same formula, charge and spin: 0.00 kJ/mol
Expectation value of S²: 6.023
LUMO level (spin up / spin down): -2.90 / -4.63 eV

=====

2.
Below is a molecular structure, C7H14OPSY at a distorted geometry, with properties calculated with wB97M-V/def2-TZVPD.

Structure (XYZ):
```
25
Properties=species:S:1:pos:R:3:forces:R:3
H -0.03300 -3.51805 1.07511 0.0 -0.7 0.4
C -1.00103 0.99113 3.40156 0.3 0.2 0.8
H -0.18027 2.75083 1.14080 0.2 -0.4 0.1
H -1.00177 -3.86786 -0.84744 -0.5 -1.0 -0.3
C 0.53035 1.96249 1.43356 0.3 0.0 0.7
C -1.09858 0.30171 -2.29046 0.3 0.1 -0.9
C -0.21661 1.23421 -1.61963 0.2 0.9 -1.4
C 1.16858 0.83364 -1.90778 -0.5 0.4 -0.8
P 0.05251 -3.22385 -0.27200 -0.5 -0.2 0.0
Y 0.14296 -0.71866 -0.55943 0.7 -0.8 4.9
H -1.53149 0.16067 3.84519 -0.2 -0.2 0.0
H -0.64519 -1.56529 -3.48996 0.2 0.4 0.2
H 1.98890 -0.90677 -3.09228 -0.5 0.2 0.2
H -0.51557 2.07857 -1.00710 0.0 -0.1 -0.5
S -0.43716 0.45024 1.81114 -0.2 -0.7 -0.4
H 1.15634 -3.90038 -0.71329 0.7 -1.1 0.0
O 0.33978 -0.79209 2.32497 0.4 1.0 -1.7
H 1.06727 2.24823 2.33437 0.1 0.2 0.1
C 1.11971 -0.35070 -2.71815 -1.0 0.4 -0.9
H -2.19529 0.35235 -2.29489 0.7 -0.1 -0.1
H 2.06675 1.34532 -1.55396 -0.3 -0.2 -0.3
H -1.65185 1.83070 3.27302 -0.3 0.6 0.1
H 1.26945 1.79269 0.64408 -0.3 -0.1 0.0
C -0.28008 -0.69538 -2.93518 0.6 1.1 -0.4
H -0.11473 1.20626 4.01774 -0.3 0.1 -0.1
```
Forces are in eV/Å.

Properties
Gap between HOMO and LUMO (spin up / spin down): 4.528 / 4.723 eV
Energy above the lowest of the compared OMol25 structures with the same formula, charge and spin: 0.00 kJ/mol
LUMO level (spin up / spin down): 0.42 / 0.32 eV

=====

3.
Below is 2 unconnected molecules or ions with the total composition C7H14OS2 at a distorted geometry, with properties calculated with wB97M-V/def2-TZVPD.

Structure (XYZ):
```
24
Properties=species:S:1:pos:R:3:forces:R:3
H -0.30640 -1.47099 -2.27564 1.6 -0.4 0.1
H 1.41336 0.34338 2.60918 -0.5 0.0 0.4
C 0.56381 -1.26169 -1.59024 0.2 -1.1 -0.9
H -0.84939 1.54630 1.67592 1.3 0.0 0.2
C 0.73972 -0.45489 2.25640 3.0 2.2 -0.2
H 0.54380 -1.17519 2.99388 -1.2 -1.0 0.3
H 0.74140 -0.19222 -1.73190 -0.3 -0.2 0.2
H 4.15017 0.20948 0.02537 -1.2 -0.6 -0.8
C 0.81742 -0.47846 0.94402 -1.6 -1.9 -0.6
H -2.03328 0.16615 -2.10633 1.1 0.2 -2.6
H 3.27592 -0.63380 -1.37496 0.2 0.4 0.1
S 1.82154 0.75755 0.02083 -0.1 -0.8 0.6
H -2.14727 2.52776 1.34595 -0.3 0.8 -0.8
H -0.69215 1.79882 -0.80811 0.3 0.4 -0.3
C 3.24694 -0.40552 -0.30804 1.2 3.5 -0.9
H 3.32182 -1.28320 0.20206 -0.5 -2.4 1.8
C -1.47827 1.22195 -0.35781 0.0 1.9 0.6
O 2.20269 1.74061 1.04464 0.6 0.2 0.3
C -1.72862 1.57100 1.08524 0.4 0.1 -0.4
S -0.17075 -1.67088 0.01732 1.9 0.7 0.1
H 1.60398 -1.78454 -1.73093 -2.5 0.5 -0.3
C -2.14084 0.39570 -1.11601 -1.2 -0.8 1.5
H -2.85336 -0.30248 -0.74431 -0.8 -0.1 0.9
H -2.34342 0.89835 1.58908 -1.4 -1.6 0.5
```
Forces are in eV/Å.

Properties
Gap between HOMO and LUMO: 8.692 eV
Energy above the lowest of the compared OMol25 structures with the same formula, charge and spin: 454.74 kJ/mol
LUMO level: 0.54 eV

=====

4.
Below is a single C7H14S molecule at a distorted geometry, with properties calculated with wB97M-V/def2-TZVPD.

Structure (XYZ):
```
22
Properties=species:S:1:pos:R:3:forces:R:3
H -0.80099 0.26350 -2.87306 0.5 0.6 -0.9
S 1.22483 0.72300 0.33293 -0.6 -1.0 0.1
H 0.53685 -0.70692 4.79670 0.5 -0.4 0.2
C -1.33798 -1.18625 -1.52990 1.1 -0.8 -0.4
C 0.65908 -0.77533 1.34266 -0.7 -0.7 -1.3
H -1.06119 -2.13770 -2.09105 -0.6 0.9 1.1
C 0.34972 2.32264 -1.65171 0.9 0.4 -0.5
H -0.46827 -0.86713 1.33383 1.2 0.7 0.3
H 0.50314 3.08634 -0.87480 -0.3 -0.3 -0.1
C -0.00195 0.95958 -1.03353 -1.4 1.7 0.9
C -0.30461 -0.12142 -2.00732 0.6 -2.4 0.5
H 2.22574 -0.62560 2.95773 0.9 0.1 0.0
H 0.61320 -0.70700 -2.22028 -0.3 0.7 -0.5
H -0.99626 1.17454 -0.61169 0.3 -0.1 0.7
H -0.38592 2.71127 -2.39017 0.2 -0.5 0.6
C 0.26991 -0.86205 3.76259 2.4 1.2 -1.0
C 1.19450 -0.73113 2.74621 -4.0 -0.4 1.5
H 0.93620 -1.73627 0.83461 0.3 0.9 0.2
H -1.34337 -1.31310 -0.42991 0.0 -0.3 -0.8
H 1.30806 2.29689 -2.18734 -0.1 -0.2 0.0
H -2.32358 -0.91146 -1.87105 -0.5 0.1 0.1
H -0.79712 -0.85638 3.66456 -0.4 -0.3 -0.8
```
Forces are in eV/Å.

Properties
SMILES string: C=CCS[C@@H](C)CC
Gap between HOMO and LUMO: 9.678 eV
Energy above the lowest of the compared OMol25 structures with the same formula, charge and spin: 153.83 kJ/mol
LUMO level: 1.07 eV

=====

5.
Below is a molecular structure, C7H15AsCl12F6NiO9P2Y2 at a distorted geometry, with properties calculated with wB97M-V/def2-TZVPD.

Structure (XYZ):
```
55
Properties=species:S:1:pos:R:3:forces:R:3
Cl 3.87618 1.58753 -1.50498 0.3 -0.7 0.1
Cl -3.17089 -1.26014 -3.44569 0.3 1.8 0.1
O -1.16078 -0.49196 4.85928 -3.2 -1.2 4.6
H -0.20754 3.02887 -1.69332 -0.2 0.0 -0.4
H -0.46598 -3.85223 -2.61008 0.1 -0.1 0.4
C 2.15274 -0.72874 -3.58466 0.2 0.7 1.3
Cl -2.52148 -4.92361 -2.74087 0.0 0.0 0.1
F 1.84911 -1.33644 -0.07323 -2.1 0.9 0.6
Cl 0.12038 -6.09957 -2.42217 0.3 -0.2 0.2
H -5.00217 -3.54751 0.33698 0.2 0.3 0.2
As 0.23166 -0.70875 0.32103 1.2 -0.6 -2.0
Cl 0.49681 3.04606 -4.00639 0.3 -0.3 1.0
H 4.38564 -0.75894 -1.16920 -0.1 0.3 0.0
O -1.37656 2.76646 1.98117 -1.8 -9.2 7.4
P -0.75654 3.85158 1.14649 0.5 -3.9 0.0
H 3.63225 1.34807 4.41296 0.2 0.4 0.3
H -3.83430 -3.36304 -0.97058 0.2 0.5 0.1
H -1.00074 -4.53585 -1.00012 0.3 -0.1 -0.3
O -1.25361 2.12688 4.36758 -1.9 0.0 2.5
F 0.05889 0.17785 -1.25421 0.7 -0.9 2.4
Cl -4.06660 -1.36794 0.34759 -0.4 0.0 -0.1
H 2.25887 0.32249 -3.31679 -0.7 0.1 -0.7
C -4.03244 -3.12467 0.07442 0.3 -1.2 0.2
H 1.31243 3.87662 -1.84010 0.1 0.1 -0.6
F 0.24379 -1.52196 1.94447 0.3 -0.5 -2.3
Cl -0.53189 5.22967 -2.53352 0.0 0.2 0.8
O 1.86107 0.45139 4.01452 -0.7 -0.6 0.1
O -2.01225 3.22600 0.37621 -1.4 5.2 -9.2
Y 0.59039 2.28569 2.97343 0.3 -3.5 2.8
Cl -2.77890 -3.93195 1.06757 -0.5 0.4 -0.3
Cl 3.48149 -1.08761 -4.65462 0.1 -0.3 -0.2
Cl 4.46407 0.18093 0.99460 0.5 0.0 -0.6
Cl -2.81483 1.16601 -1.65365 -0.1 0.3 -1.2
O -3.03288 0.52840 3.17661 -0.9 1.0 1.4
F -0.57028 -2.13628 -0.41170 1.1 1.9 1.2
P -1.76340 0.68384 4.08742 1.9 1.4 -0.8
H 3.07442 0.38711 5.78155 -0.3 -0.2 0.0
Y -2.94649 1.52234 1.24561 0.1 -1.8 0.7
C 4.76617 0.18584 -0.78101 -0.5 0.5 0.2
O -0.71135 0.46279 3.04530 4.5 -0.7 -6.1
Ni 0.29417 -1.08035 3.90406 1.0 2.7 -0.2
H -3.39370 1.11860 -4.01647 -0.1 -0.2 0.5
F 1.00303 0.73527 1.19694 -0.7 -1.7 -1.5
F -1.40494 -0.04153 0.66653 0.4 0.0 0.0
O 0.62834 3.19210 1.01629 0.5 2.6 -4.0
C -2.73193 0.53327 -3.37807 -0.1 -1.8 0.0
H 5.81731 0.32002 -1.03637 -0.2 0.0 0.4
C -0.86585 -4.70903 -2.06778 -0.6 0.5 -0.5
H 3.85954 -0.31032 4.33124 -0.5 -0.6 -0.1
H -1.69394 0.60384 -3.70315 -0.1 0.1 0.4
C 0.35351 3.71167 -2.33137 -0.2 -0.2 -0.6
C 3.13549 0.41936 4.69374 -0.3 0.9 -0.9
O -0.67537 4.19534 2.64986 1.6 8.3 3.0
Cl 0.55467 -1.16889 -4.21115 0.2 0.2 0.0
H 2.27518 -1.18465 -2.60219 0.0 -0.7 -0.4
```
Forces are in eV/Å.

Properties
Multiplicity: 4
Gap between HOMO and LUMO (spin up / spin down): 6.453 / 6.491 eV
Charge: +1
Energy above the lowest of the compared OMol25 structures with the same formula, charge and spin: 191.00 kJ/mol
Expectation value of S²: 3.791
LUMO level (spin up / spin down): -6.15 / -6.13 eV

=====

6.
Below is a molecular structure, C7H15B at a distorted geometry, with properties calculated with wB97M-V/def2-TZVPD.

Structure (XYZ):
```
23
Properties=species:S:1:pos:R:3:forces:R:3
H 0.37908 -2.20989 -0.82062 0.4 -0.3 -1.8
C 1.79076 1.55870 0.12419 -0.2 -1.2 -2.4
H -0.83536 2.04259 -0.03322 0.4 -0.7 -0.3
H 0.51834 -2.75643 0.72591 0.4 -1.0 1.0
C -0.71698 0.97543 -0.35779 -0.2 1.7 -0.6
H -1.10841 -2.58415 0.03389 -0.6 -0.5 0.0
C -0.11622 -2.19462 0.09572 -0.1 2.6 1.0
H 1.25601 1.83249 0.95983 -0.5 1.0 2.3
H -2.26540 -0.53954 0.04343 0.3 1.1 1.3
C 1.09020 0.13873 -1.88314 2.5 1.0 -1.4
H -1.65524 -1.49287 2.25174 -0.8 -1.5 0.1
H -1.07301 0.08783 2.88917 0.0 0.6 0.6
H -2.26399 0.96674 1.22501 0.5 -1.1 -1.5
B -0.00508 -0.68905 0.73291 0.1 -1.0 0.0
C 0.75727 0.58299 -0.55262 -1.3 -0.9 6.0
C -1.64662 0.16780 0.68830 -3.3 -0.1 0.7
C -1.17398 -0.59131 2.08556 4.4 2.2 -5.0
H 0.64058 0.74599 -2.71539 0.3 -0.2 0.8
H 2.23206 0.30325 -1.90602 -1.6 -0.9 -0.7
H -1.22147 0.91906 -1.35996 0.1 -0.1 1.0
H 1.79761 2.40790 -0.56530 0.6 0.3 0.2
H 2.83908 1.18837 0.36932 -1.6 0.2 -0.5
H 0.78079 -0.86002 -2.03089 0.1 -1.2 -0.6
```
Forces are in eV/Å.

Properties
Gap between HOMO and LUMO: 8.844 eV
Energy above the lowest of the compared OMol25 structures with the same formula, charge and spin: 467.47 kJ/mol
LUMO level: 0.80 eV

=====

7.
Below is a single C7H15BNOP molecule at a distorted geometry, with properties calculated with wB97M-V/def2-TZVPD.

Structure (XYZ):
```
26
Properties=species:S:1:pos:R:3:forces:R:3
H 3.10361 0.47370 0.06941 0.4 0.0 -0.5
H -3.69049 0.84161 0.57627 -0.9 0.3 -0.9
H 1.72719 0.74936 -1.28865 1.5 -0.4 1.3
H -3.31144 -0.81520 1.12559 -0.5 -0.3 0.3
C 2.06189 0.53065 -0.21363 -2.8 -0.8 -0.7
C 0.08888 2.30253 0.01883 0.3 -1.5 2.0
P -0.01828 -3.22082 -0.18575 0.2 0.5 2.4
H -0.31882 -0.24435 -2.39498 -0.5 -0.1 0.6
H -0.09700 -1.96596 -2.46413 -0.8 -1.4 -1.2
B -1.61696 0.26721 0.37769 1.0 2.1 -0.4
H -2.89158 0.68990 1.97911 0.2 0.3 1.8
H -0.34628 -3.00688 1.28802 0.2 -0.4 -1.8
C 1.46733 1.79325 0.62101 -1.3 -2.8 2.5
N -0.98207 1.43232 0.06025 1.0 -0.9 0.1
C 1.28412 -0.73683 0.21462 -1.1 3.2 -1.7
H 1.23164 -0.90113 -2.29223 -0.7 -0.6 0.6
H 1.18071 1.26959 1.66906 0.3 1.5 -2.1
C -2.98569 0.20699 1.05356 -0.4 -0.5 -0.5
C 0.18091 -1.11006 -1.94579 1.8 2.3 -2.9
C 0.09372 -1.29928 -0.51893 2.2 -0.5 2.0
H 2.21109 2.53660 0.93448 0.0 0.0 -0.7
H 0.16866 2.62325 -0.97159 0.7 1.3 -1.5
O -1.09086 -0.97105 0.07373 -0.9 -1.8 0.3
H 1.31362 -0.99543 1.22875 0.3 -0.4 1.5
H 1.31251 -3.53747 0.23477 0.0 0.1 -0.5
H -0.07640 3.08751 0.75053 -0.1 1.0 -0.1
```
Forces are in eV/Å.

Properties
Gap between HOMO and LUMO: 5.352 eV
Energy above the lowest of the compared OMol25 structures with the same formula, charge and spin: 523.72 kJ/mol
LUMO level: -1.85 eV

=====

8.
Below is a molecular structure, C7H15CdN2S at a distorted geometry, with properties calculated with wB97M-V/def2-TZVPD.

Structure (XYZ):
```
26
Properties=species:S:1:pos:R:3:forces:R:3
Cd 0.05465 1.59399 -0.95736 0.4 1.4 0.5
H -1.15331 0.12917 -1.83576 2.8 -0.4 0.7
H 1.78963 3.25671 -3.01353 -0.4 -0.1 0.0
C -0.12422 -3.55762 2.30025 0.2 -0.4 -0.1
C -1.30096 -3.09962 1.73363 -0.3 1.0 -0.1
S -0.67788 0.81332 1.42532 -0.3 1.5 0.1
N 0.88590 2.75299 -3.08826 0.7 -0.5 -0.6
H 0.97177 3.84445 0.70504 0.1 0.0 0.0
C 0.90671 -2.65845 2.50671 0.0 1.1 -0.1
C -1.52358 -1.73671 1.48962 0.7 -1.2 0.2
H -2.03827 -3.79824 1.41164 -0.6 -0.5 0.1
H 1.08005 -0.56917 -1.98094 -3.0 1.8 0.9
H 1.57028 -0.58037 2.41129 -0.4 -0.3 0.0
H -0.41861 -1.43584 -1.54335 -0.2 -0.6 -0.5
H -0.67539 3.79402 0.81526 0.2 -0.1 -0.2
C -0.48282 -0.84235 1.77598 -0.3 0.1 -0.1
H -0.27090 -0.38910 -3.08869 0.1 -1.1 -0.3
C 0.74332 -1.28398 2.27558 0.1 -1.5 -0.1
H 0.04236 4.26833 -0.60243 0.1 0.0 0.3
H 0.01352 -4.62044 2.52385 0.0 0.4 -0.2
H 1.87626 -3.00535 2.78115 0.6 -0.3 0.5
N 0.12181 3.62392 0.18677 -0.4 1.1 0.4
H 0.17670 3.38350 -3.47054 -0.1 0.1 0.0
H 1.02169 1.99023 -3.78725 -0.1 0.5 0.4
C -0.13733 -0.48369 -2.00122 -0.2 -2.1 -1.7
H -2.45139 -1.38971 1.02723 0.4 0.0 0.2
```
Forces are in eV/Å.

Properties
Gap between HOMO and LUMO: 3.750 eV
Charge: -1
Energy above the lowest of the compared OMol25 structures with the same formula, charge and spin: 333.76 kJ/mol
LUMO level: 3.33 eV